{"formula": "C32H46FN2O24S", "method": "ωB97M-V with the def2-TZVPD basis set", "max_force_ha_per_bohr": 0.010, "molar_mass_g_mol": 893.775, "lumo_ev": -2.46, "homo_ev": -12.16, "charge": 1, "species": ["C", "C", "C", "C", "C", "N", "C", "S", "C", "F", "C", "N", "H", "H", "H", "H", "H", "H", "H", "H", "H", "H", "H", "H", "H", "H", "C", "C", "O", "C", "O", "O", "H", "H", "H", "H", "C", "C", "O", "C", "O", "O", "H", "H", "H", "H", "C", "C", "O", "C", "O", "O", "H", "H", "H", "H", "C", "C", "O", "C", "O", "O", "H", "H", "H", "H", "C", "C", "O", "C", "O", "O", "H", "H", "H", "H", "C", "C", "O", "C", "O", "O", "H", "H", "H", "H", "C", "C", "O", "C", "O", "O", "H", "H", "H", "H", "C", "C", "O", "C", "O", "O", "H", "H", "H", "H"], "xyz": [[4.379432, 0.247914, -1.209029], [3.982033, 0.421380, -2.330171], [3.512493, 0.671599, -3.700534], [2.101157, 0.104719, -3.964787], [2.010889, -1.318001, -3.420474], [1.667508, -1.389462, -1.956093], [0.754161, -0.302642, -1.420485], [-0.352917, -1.003213, -0.184413], [-0.022930, 0.309042, -2.568987], [-0.734822, -0.694002, -3.203597], [0.926110, 1.025912, -3.519485], [1.399311, 2.179631, -2.739623], [4.837767, 0.194980, -0.246928], [4.209576, 0.182111, -4.387483], [3.563374, 1.739578, -3.910871], [1.993548, -0.011698, -5.045787], [1.263339, -1.902992, -3.952612], [2.974574, -1.814369, -3.542279], [1.181013, -2.271836, -1.781253], [2.523430, -1.391727, -1.394498], [1.378679, 0.477576, -0.982950], [0.393760, -0.827311, 0.911375], [-0.732862, 1.030459, -2.158775], [0.373524, 1.350564, -4.405658], [1.855986, 2.855856, -3.341224], [0.597985, 2.684114, -2.369880], [-3.845863, -0.041635, -0.131389], [-3.803416, 1.191875, -1.006882], [-5.130806, 1.710368, -0.863913], [-5.649767, 1.241790, 0.297575], [-6.692985, 1.591362, 0.747141], [-4.839224, 0.309145, 0.841479], [-2.880261, -0.222136, 0.322996], [-4.176076, -0.934473, -0.660668], [-3.091335, 1.930429, -0.630923], [-3.584439, 0.980987, -2.049152], [7.746863, 2.466108, 1.487745], [7.328498, 3.792360, 2.088480], [6.216267, 4.167168, 1.258298], [5.706388, 3.062338, 0.698016], [4.694627, 3.029847, 0.064399], [6.491932, 1.989044, 0.939003], [8.125372, 1.770587, 2.228358], [8.464552, 2.573842, 0.676404], [6.976188, 3.690422, 3.115333], [8.096839, 4.557796, 2.036836], [-3.769217, 0.732109, -6.587554], [-4.063313, 0.113867, -5.230321], [-3.221121, 0.893033, -4.366002], [-2.961599, 2.081506, -4.964125], [-2.407269, 2.982516, -4.420086], [-3.392969, 2.071947, -6.235161], [-4.623144, 0.755086, -7.257125], [-2.924042, 0.257471, -7.087593], [-5.100560, 0.258053, -4.925844], [-3.801615, -0.937324, -5.153909], [5.025017, -1.254456, 3.702169], [6.305962, -1.894862, 3.192000], [7.198197, -0.777401, 3.145230], [6.754801, 0.165119, 4.008584], [7.368253, 1.131615, 4.324475], [5.522779, -0.151775, 4.461802], [4.430500, -1.901568, 4.340481], [4.403140, -0.864151, 2.893381], [6.706058, -2.633846, 3.887075], [6.219683, -2.335891, 2.202861], [13.432973, 2.330662, 0.888659], [12.506319, 1.598952, 1.845252], [11.221720, 2.108817, 1.461606], [11.297762, 2.551359, 0.186025], [10.357580, 2.882875, -0.464427], [12.574896, 2.567780, -0.235903], [14.294577, 1.749328, 0.575306], [13.762963, 3.292841, 1.281362], [12.512254, 0.519825, 1.687857], [12.689263, 1.816361, 2.893093], [-5.445368, -3.086560, 3.086635], [-5.835262, -3.394501, 1.652617], [-4.693231, -2.916018, 0.918534], [-3.633747, -2.895843, 1.753896], [-2.509797, -2.682220, 1.401638], [-4.007198, -3.132814, 3.012965], [-5.802992, -3.803434, 3.815896], [-5.738616, -2.082019, 3.391867], [-5.937478, -4.464324, 1.467919], [-6.730200, -2.879091, 1.316821], [-8.669836, -4.418387, 7.890501], [-9.095278, -4.748938, 6.469847], [-7.979473, -4.267833, 5.706606], [-6.890187, -4.236190, 6.510600], [-5.780938, -4.039919, 6.127484], [-7.240141, -4.455472, 7.790492], [-9.003611, -5.138741, 8.630876], [-8.970468, -3.414944, 8.193328], [-9.193158, -5.822141, 6.303192], [-10.002751, -4.245052, 6.151383], [-8.493456, 1.057173, -1.755950], [-8.356760, 2.370517, -2.501610], [-8.701230, 1.988944, -3.839665], [-9.467426, 0.873342, -3.789929], [-10.038558, 0.401594, -4.716805], [-9.478754, 0.368163, -2.533822], [-8.827408, 1.166650, -0.729944], [-7.567598, 0.478483, -1.772590], [-9.066339, 3.122034, -2.153990], [-7.352090, 2.782325, -2.480568]], "forces_ev_per_a": [[0.07, -0.02, -0.23], [0.00, 0.15, 0.09], [0.03, -0.20, 0.16], [0.03, 0.14, -0.18], [0.12, -0.12, -0.31], [-0.28, -0.23, 0.01], [0.02, 0.21, 0.47], [-0.28, -0.30, -0.16], [0.14, 0.22, 0.13], [-0.08, -0.18, -0.16], [0.13, 0.36, 0.27], [-0.15, 0.01, -0.20], [-0.06, 0.04, 0.00], [-0.05, 0.03, 0.01], [0.03, -0.05, 0.02], [0.14, 0.00, 0.05], [-0.07, 0.11, 0.13], [-0.06, -0.03, 0.07], [0.05, 0.00, 0.04], [0.11, 0.22, -0.13], [0.08, -0.05, -0.18], [0.20, 0.10, -0.05], [-0.08, -0.08, -0.06], [-0.17, -0.23, 0.03], [0.13, -0.07, 0.05], [0.01, 0.00, -0.01], [0.18, 0.11, -0.24], [0.11, -0.02, 0.00], [0.01, 0.01, -0.03], [-0.08, -0.04, -0.12], [0.01, 0.01, 0.07], [0.06, 0.01, 0.01], [-0.19, -0.15, 0.37], [-0.01, -0.02, 0.00], [-0.07, 0.06, 0.02], [-0.16, 0.06, -0.05], [0.13, 0.04, -0.02], [0.09, -0.07, 0.10], [0.01, 0.07, 0.02], [0.03, 0.08, -0.06], [-0.06, -0.15, 0.06], [0.01, -0.04, 0.08], [-0.14, -0.08, -0.04], [-0.10, 0.04, -0.02], [0.00, -0.02, 0.00], [-0.04, 0.04, -0.10], [-0.03, -0.10, 0.02], [-0.11, 0.09, -0.10], [-0.03, -0.17, 0.06], [0.04, -0.10, -0.01], [0.10, 0.02, 0.03], [0.01, 0.05, -0.03], [-0.02, 0.10, 0.03], [0.00, -0.01, 0.00], [-0.01, 0.00, -0.02], [0.10, 0.03, 0.04], [0.00, -0.08, -0.07], [-0.07, -0.04, 0.04], [0.04, -0.01, -0.03], [-0.01, -0.07, 0.06], [-0.02, 0.06, 0.01], [-0.04, 0.05, 0.01], [0.04, 0.04, 0.08], [0.01, -0.01, -0.01], [-0.01, 0.00, 0.01], [0.04, 0.08, -0.04], [0.01, -0.01, 0.09], [0.08, -0.02, -0.03], [-0.02, -0.04, 0.06], [-0.02, 0.04, 0.00], [0.05, -0.01, -0.04], [0.06, 0.01, -0.03], [-0.04, -0.03, -0.08], [-0.01, 0.00, 0.01], [0.01, 0.00, -0.01], [-0.07, 0.07, 0.00], [-0.14, 0.02, -0.11], [-0.05, -0.03, 0.08], [-0.01, -0.07, -0.05], [-0.01, 0.07, 0.04], [0.05, 0.06, -0.09], [0.01, -0.01, 0.09], [0.15, -0.04, 0.04], [0.01, 0.02, -0.02], [0.01, -0.01, 0.00], [0.07, 0.09, -0.04], [-0.08, 0.02, -0.04], [-0.02, -0.03, 0.07], [-0.03, -0.02, -0.05], [0.00, 0.01, 0.02], [-0.03, -0.02, 0.00], [0.01, 0.01, 0.07], [0.09, -0.05, 0.00], [-0.01, 0.01, -0.01], [0.00, -0.01, 0.01], [0.05, 0.07, -0.04], [0.05, 0.07, 0.08], [0.03, 0.01, 0.12], [0.04, 0.05, -0.05], [0.00, -0.02, 0.06], [0.02, -0.02, -0.03], [0.00, -0.02, -0.02], [-0.09, -0.04, -0.03], [0.00, 0.00, -0.01], [-0.02, -0.01, -0.01], [0.02, -0.04, -0.07]]}

{"formula": "C4H4F2O", "method": "ωB97M-V with the def2-TZVPD basis set", "max_force_ha_per_bohr": 0.046, "molar_mass_g_mol": 106.071, "lumo_ev": 0.99, "homo_ev": -8.89, "smiles": "F/C=C\\O/C=C/F", "species": ["F", "C", "C", "O", "C", "C", "F", "H", "H", "H", "H"], "xyz": [[2.719268, -1.074211, 0.219419], [2.346831, 0.177252, -0.083015], [1.095456, 0.538865, -0.076206], [0.134795, -0.447317, -0.026535], [-1.116934, -0.105790, 0.409619], [-2.201632, -0.583676, -0.237906], [-3.401714, -0.232712, 0.137244], [3.093740, 0.885316, -0.299096], [0.760868, 1.597790, -0.223292], [-1.174432, 0.464222, 1.327831], [-2.256247, -1.219740, -1.148060]], "forces_ev_per_a": [[0.19, 0.09, -0.38], [0.21, -0.30, 0.54], [-2.10, 0.55, -0.42], [0.13, 0.02, 0.20], [-1.03, -0.68, -0.90], [2.27, -0.01, -0.74], [-1.66, 0.39, 0.93], [1.16, 0.42, 0.00], [0.40, -1.17, 0.03], [-0.19, 0.17, -0.06], [0.63, 0.52, 0.80]]}

{"formula": "C4H12BCsO2S", "method": "ωB97M-V with the def2-TZVPD basis set", "max_force_ha_per_bohr": 0.020, "molar_mass_g_mol": 267.922, "lumo_ev": -0.56, "homo_ev": -7.68, "species": ["Cs", "B", "H", "H", "H", "H", "C", "C", "C", "S", "O", "O", "C", "H", "H", "H", "H", "H", "H", "H", "H"], "xyz": [[0.720695, -0.674514, -3.856158], [3.622922, -1.515838, -2.061100], [3.792877, -2.714541, -1.967464], [3.807909, -1.105389, -3.196407], [2.492508, -1.268069, -1.694837], [4.443180, -0.952630, -1.367145], [-2.502814, 0.666662, 1.289478], [-1.385171, 1.672599, 1.560305], [-0.345360, 1.459898, 0.482376], [-0.352759, -0.320824, 0.152526], [0.793087, -0.917834, 0.764560], [-0.653915, -0.580584, -1.243773], [-1.785077, -0.662675, 1.176905], [-3.075795, 0.909478, 0.390183], [-3.235107, 0.646547, 2.098680], [-0.967603, 1.455251, 2.550903], [-1.741611, 2.696549, 1.668037], [0.699431, 1.704031, 0.654989], [-0.681692, 1.938521, -0.441079], [-1.318752, -0.875650, 2.143315], [-2.326956, -1.560988, 0.895709]], "forces_ev_per_a": [[0.60, -0.24, 0.35], [0.29, -0.05, 0.07], [-0.04, -0.20, -0.22], [-0.18, 0.03, -0.60], [-0.53, 0.26, 0.15], [-0.06, 0.17, 0.20], [-0.62, 0.01, 0.09], [0.05, 0.10, 1.01], [-0.09, -0.08, -1.04], [-0.12, -0.16, 0.51], [0.14, -0.10, -0.10], [-0.11, 0.21, -0.09], [0.33, -0.15, 0.51], [0.21, 0.00, -0.12], [0.12, 0.00, 0.06], [0.09, -0.16, -0.14], [0.02, 0.06, -0.49], [-0.09, 0.19, 0.34], [0.13, -0.03, 0.00], [-0.06, -0.05, -0.02], [-0.10, 0.19, -0.46]]}